No. 1
8
Properties=species:S:1:pos:R:3 method="wB97M-V/def2-TZVPD" lumo_energy_ev=2.944 homo_lumo_gap_ev=7.39 charge=-1 relative_energy_kj_mol=111.5 largest_force_ev_per_a=3.4 e_homo_ev=-4.5 total_energy_ha=-3105.87236
C -0.815 0.534 0.031
O 0.256 -1.752 -1.276
O 0.326 -1.795 1.240
P 0.264 -1.004 -0.037
Br 2.918 1.403 -0.020
H -0.337 1.363 -0.370
H -1.788 0.376 -0.567
H -0.825 0.876 0.998

=====

No. 2
8
Properties=species:S:1:pos:R:3 method="wB97M-V/def2-TZVPD" lumo_energy_ev=3.589 homo_lumo_gap_ev=8.14 charge=-1 relative_energy_kj_mol=130.6 smiles="C[P@](=O)([O-])Br" largest_force_ev_per_a=8.2 e_homo_ev=-4.6 total_energy_ha=-3105.86506
C -0.879 -0.356 0.062
O 0.877 1.781 1.106
O 0.975 0.794 -1.519
P 0.695 0.527 -0.111
Br 2.104 -1.104 0.516
H -1.246 -0.921 1.027
H -1.607 0.298 -0.375
H -0.919 -1.019 -0.707

=====

No. 3
8
Properties=species:S:1:pos:R:3 method="wB97M-V/def2-TZVPD" lumo_energy_ev=0.498 homo_lumo_gap_ev=10.66 relative_energy_kj_mol=310.4 smiles=OO[C@@H](O)Br largest_force_ev_per_a=4.2 e_homo_ev=-10.2 total_energy_ha=-2839.49273
C -0.575 -0.196 0.036
O -0.444 -1.532 0.443
O -0.140 1.091 0.668
O 1.159 1.159 0.169
Br -2.608 0.166 0.022
H 1.104 1.604 -0.677
H -0.473 -0.223 -1.086
H -0.076 -1.472 1.368

=====

No. 4
8
Properties=species:S:1:pos:R:3 method="wB97M-V/def2-TZVPD" lumo_energy_ev="-0.112 / -0.300" homo_lumo_gap_ev="9.07 / 8.08" relative_energy_kj_mol=510.0 largest_force_ev_per_a=4.0 e_homo_ev="-9.2 / -8.4" total_energy_ha=-2839.41669
C -0.336 0.079 0.657
O -0.864 1.094 1.386
O 0.277 -0.407 -1.224
O 1.314 0.155 -1.934
Br -1.318 -1.540 0.734
H 2.117 -0.430 -1.960
H 0.647 0.005 0.764
H -1.838 1.044 1.577

=====

No. 5
9
Properties=species:S:1:pos:R:3 method="wB97M-V/def2-TZVPD" lumo_energy_ev="-2.431 / -4.016" homo_lumo_gap_ev="9.29 / 6.21" relative_energy_kj_mol=257.7 largest_force_ev_per_a=5.4 e_homo_ev="-11.7 / -10.2" total_energy_ha=-3237.69235
C -0.119 0.206 -0.117
O 2.070 3.108 0.898
O 2.237 1.749 -1.252
O 0.634 1.142 0.600
S 1.483 2.300 -0.169
Br -3.793 0.818 0.079
H -0.796 0.714 -0.925
H -0.656 -0.373 0.524
H 0.387 -0.514 -0.804

=====

No. 6
7
Properties=species:S:1:pos:R:3 method="wB97M-V/def2-TZVPD" lumo_energy_ev="-1.511 / -0.318" homo_lumo_gap_ev="6.63 / 8.30" relative_energy_kj_mol=350.2 largest_force_ev_per_a=4.2 e_homo_ev="-8.1 / -8.6" total_energy_ha=-3296.43941
C -1.092 0.101 2.359
P -1.343 -1.188 0.408
P -0.150 0.176 -0.771
Br -2.179 -0.630 3.581
H -0.753 1.214 2.604
H -0.402 -0.562 -1.957
H -1.248 1.175 -1.247